Entry 1:
This record from OMol25 describes a molecular structure, C24H41BN11O6S3 in a non-equilibrium geometry. The level of theory is the ωB97M-V functional and the def2-TZVPD basis.

Cartesian coordinates (Å):
O: 1.8729 0.8597 -2.7232
S: 2.2573 -0.5351 -2.6395
O: 3.3636 -0.8022 -1.7455
C: 2.8823 -1.0567 -4.2387
C: 2.0111 -0.8363 -5.4708
C: 1.7448 0.6200 -5.8268
S: 3.2283 1.3625 -6.5918
N: 1.0764 -1.5077 -2.1890
S: -0.3735 -1.4652 -2.8696
O: -0.5709 -0.4230 -3.8570
O: -1.3576 -1.4564 -1.8032
C: -0.5681 -3.0508 -3.6661
B: -1.5053 -3.0707 -4.9460
O: -2.5086 -2.1588 -5.1649
O: -1.3454 -4.1071 -5.8547
H: 3.0399 -2.1307 -4.1123
H: 3.8704 -0.6082 -4.3446
H: 2.5404 -1.2941 -6.3142
H: 1.0622 -1.3594 -5.3849
H: 0.9355 0.6654 -6.5549
H: 1.4395 1.1986 -4.9609
H: 2.6143 2.3517 -7.2472
H: -0.9765 -3.7609 -2.9448
H: 0.4315 -3.3804 -3.9378
H: -2.3529 -1.6794 -5.9855
H: -0.4135 -4.2370 -6.0725
C: -0.0714 0.1481 0.5939
C: 0.1368 1.3686 1.3343
N: 0.2871 2.3663 1.8864
H: -0.0441 -0.7285 1.2333
H: -1.0363 0.1713 0.0885
H: 0.6911 0.0586 -0.1827
C: -0.7021 3.2105 -1.6399
C: -0.3805 4.2187 -2.6389
N: -0.1240 5.0178 -3.4218
H: -1.7511 3.2876 -1.3542
H: -0.5235 2.2088 -2.0374
H: -0.0914 3.3414 -0.7475
C: -0.7732 -1.7807 4.4929
C: -0.6505 -2.4124 3.1901
N: -0.5368 -2.9268 2.1708
H: -1.8168 -1.7129 4.7888
H: -0.2408 -2.3508 5.2517
H: -0.3682 -0.7698 4.4701
C: 3.7075 2.1139 0.8357
C: 4.4178 1.0659 1.5507
N: 4.9722 0.2385 2.1225
H: 2.8379 2.4543 1.3965
H: 4.3543 2.9740 0.6764
H: 3.3592 1.7688 -0.1398
C: 0.7942 -7.4139 -3.4208
C: 1.0550 -6.2596 -4.2654
N: 1.2714 -5.3358 -4.9086
H: -0.2544 -7.4360 -3.1288
H: 1.0288 -8.3340 -3.9530
H: 1.4037 -7.3635 -2.5203
C: 7.0842 4.1083 2.1905
C: 6.0304 4.8023 1.4638
N: 5.1893 5.3297 0.8880
H: 7.7964 4.8229 2.5997
H: 6.6593 3.5277 3.0078
H: 7.6135 3.4269 1.5268
C: -3.5453 2.3179 1.4980
C: -3.0297 1.1339 2.1677
N: -2.5914 0.1942 2.6615
H: -4.3426 2.7760 2.0818
H: -2.7462 3.0485 1.3743
H: -3.9344 2.0529 0.5158
C: -4.0405 -2.7105 6.8501
C: -2.7435 -3.3649 6.9266
N: -1.7116 -3.8655 6.9566
H: -4.0165 -1.9152 6.1073
H: -4.8199 -3.4121 6.5603
H: -4.3184 -2.2724 7.8068
C: -0.6095 4.9339 4.1522
C: -1.9607 5.4694 4.0858
N: -3.0324 5.8768 4.0245
H: -0.5461 4.1605 4.9159
H: -0.3237 4.4834 3.2012
H: 0.1078 5.7160 4.3952
C: -5.6777 0.3169 4.3423
C: -6.4086 -0.6095 5.1954
N: -6.9756 -1.3459 5.8689
H: -6.2390 1.2428 4.2252
H: -4.7057 0.5515 4.7733
H: -5.5125 -0.1222 3.3599

## Properties
* total charge: -1
* HOMO: -6.448 eV
* E_LUMO: 1.80 eV

***

Entry 2:
This record from OMol25 describes C5H14N2 in the gas phase in a non-equilibrium geometry. The level of theory is the ωB97M-V functional and the def2-TZVPD basis.

Cartesian coordinates (Å):
C: 2.2035 -0.1220 -0.3008
C: 1.1866 1.0455 -0.0395
C: 1.3835 2.0580 -1.1687
N: -0.1807 0.5512 -0.0043
C: -0.5659 -0.3782 1.0345
C: -2.0223 -0.8813 0.7156
N: -2.1149 -2.0254 -0.1752
H: 2.0500 -0.8800 0.4751
H: 3.2122 0.2633 -0.1764
H: 1.9611 -0.6261 -1.2348
H: 1.4549 1.4612 0.9359
H: 1.2339 3.1053 -0.9330
H: 0.7429 1.7294 -1.9898
H: 2.3870 1.9194 -1.5736
H: -0.4041 0.1691 -0.9059
H: -0.7092 0.1623 1.9734
H: 0.1127 -1.2296 1.1908
H: -2.4802 -0.9832 1.6991
H: -2.4312 0.0507 0.3106
H: -1.2404 -2.5485 -0.1341
H: -2.7826 -2.6783 0.2218

## Properties
* total charge: 0
* ΔE to the lowest compared entry with this formula, charge and spin: 99.4 kJ/mol
* HOMO: -8.550 eV
* E_LUMO: 1.12 eV

***

Entry 3:
This record from OMol25 describes a molecular structure, C2H10BrO6PSSi2 in a non-equilibrium geometry. The level of theory is the ωB97M-V functional and the def2-TZVPD basis.

Cartesian coordinates (Å):
O: -3.2632 -2.0529 -2.4314
P: -2.9488 -3.2485 -1.3689
Br: -0.9643 -4.0183 -2.0418
Si: -2.5553 -1.9995 0.4817
O: -1.5076 -2.6906 1.5358
Si: 0.1313 -2.4708 1.2995
H: -2.4301 -1.6254 -2.7131
H: -3.8683 -1.9158 1.1499
H: -2.1379 -0.6149 0.1617
H: 0.7677 -3.7993 1.4212
H: 0.3043 -2.0749 -0.0955
H: 0.7036 -1.5044 2.2415
C: 2.1756 3.0841 -0.8040
C: 1.3425 3.6002 0.3479
O: 0.5367 2.4736 0.7244
S: 1.3556 1.1228 0.4962
O: 1.9374 0.7205 1.7162
O: 0.5595 0.2514 -0.2767
O: 2.5038 1.7391 -0.4260
H: 1.6043 3.0554 -1.7329
H: 3.0871 3.6537 -0.9524
H: 0.7024 4.4300 0.0680
H: 1.9636 3.8846 1.1987

## Properties
* total charge: 0
* HOMO: -8.461 eV
* E_LUMO: 0.35 eV

***

Entry 4:
This record from OMol25 describes a molecular structure, C16H21N2O4RuS3 in a non-equilibrium geometry. The level of theory is the ωB97M-V functional and the def2-TZVPD basis.

Cartesian coordinates (Å):
Ru: 0.0000 0.0000 0.0000
C: -2.7829 3.8521 1.1928
C: -2.0717 2.9654 2.2143
S: -0.9586 1.6599 1.5899
C: 0.3027 2.6247 0.6910
C: -0.0550 2.9941 -0.7502
S: -0.9575 1.6579 -1.5879
C: -2.3291 2.5679 -2.3850
C: -3.1593 3.5693 -1.5731
S: -3.8400 2.9497 0.0038
H: -2.0643 4.4992 0.6866
H: -3.4505 4.5288 1.7389
H: -2.8220 2.4643 2.8371
H: -1.4889 3.5977 2.8935
H: 1.2017 1.9970 0.6726
H: 0.5685 3.5196 1.2636
H: 0.8677 3.1830 -1.3102
H: -0.6101 3.9306 -0.7750
H: -3.0025 1.8024 -2.7885
H: -1.9097 3.0862 -3.2549
H: -4.0244 3.8512 -2.1853
H: -2.6085 4.5015 -1.4185
O: 4.1331 -1.3180 5.5613
C: 4.4166 -0.5215 4.6118
O: 5.4941 0.1576 4.5267
C: 3.4122 -0.3551 3.4913
C: 3.6855 0.5112 2.4280
C: 2.7549 0.6497 1.4134
N: 1.5762 -0.0009 1.3680
C: 1.2939 -0.8519 2.4003
C: 2.1871 -1.0455 3.4652
C: -0.0415 -1.5803 2.3357
O: -0.3627 -2.3884 3.2699
O: -0.7583 -1.3149 1.3158
H: 4.6171 1.0664 2.4025
H: 2.9415 1.3143 0.5778
H: 1.9289 -1.7308 4.2697
C: -2.9949 -2.4751 -3.8017
C: -1.7933 -3.0635 -3.0822
C: -1.2304 -2.1097 -2.1191
N: -0.7838 -1.3571 -1.3571
H: -3.4025 -3.1980 -4.5155
H: -2.7212 -1.5691 -4.3534
H: -3.7886 -2.2100 -3.0947
H: -1.0298 -3.3424 -3.8167
H: -2.0928 -3.9806 -2.5633
H: 1.3810 0.0000 -1.1973

## Properties
* multiplicity: 5
* total charge: +1
* HOMO (spin up / spin down): -9.672 / -9.641 eV
* E_LUMO (spin up / spin down): -5.68 / -7.24 eV

***

Entry 5:
This record from OMol25 describes 3 unconnected molecules or ions with the total composition C14H24N2O9P in a non-equilibrium geometry. The level of theory is the ωB97M-V functional and the def2-TZVPD basis.

Cartesian coordinates (Å):
O: 2.6132 -0.9984 2.3473
N: 2.7008 -1.7328 1.4417
O: 1.4123 -2.1310 1.0006
C: 0.9611 -1.1906 -0.0203
C: -0.4437 -0.6595 0.4084
C: -1.4590 -1.6399 0.8647
C: -2.7453 -1.0984 1.2853
N: -2.9889 0.2608 1.2548
C: -2.0802 1.2014 0.8305
C: -0.7510 0.7825 0.3666
P: 0.3695 2.1616 -0.1750
O: -0.5290 3.3014 -0.5265
O: 1.3111 2.7166 1.0947
O: 1.2628 1.8351 -1.5263
H: 1.7411 -0.3881 -0.0685
H: 0.8405 -1.7648 -0.9817
H: -1.2538 -2.7508 0.8850
H: -3.5475 -1.7958 1.6431
H: -3.9067 0.6050 1.5598
H: -2.3356 2.2917 0.8388
H: 1.2613 2.0450 1.8066
H: 1.4718 0.8878 -1.6296
O: -2.3108 6.9911 -5.6390
C: -1.3924 6.3501 -5.2022
O: -1.4990 5.7564 -3.9968
C: -0.5554 4.8099 -3.4790
C: 0.5923 5.5106 -2.7839
C: -0.0807 6.2723 -5.9418
H: -0.2191 4.1238 -4.2599
H: -1.0992 4.2061 -2.7521
H: 1.1576 6.1387 -3.4750
H: 1.2751 4.7834 -2.3413
H: 0.2171 6.1656 -1.9953
H: 0.5252 7.1422 -5.6878
H: -0.2892 6.2814 -7.0115
H: 0.4819 5.3617 -5.7466
O: -1.3652 -4.5032 2.0304
C: -0.4638 -5.1741 2.4876
O: -0.6094 -5.7521 3.6807
C: 0.2983 -6.7267 4.2233
C: 1.4531 -6.0586 4.9387
C: 0.8559 -5.2933 1.7725
H: 0.6280 -7.4255 3.4528
H: -0.2799 -7.3103 4.9404
H: 2.0518 -5.4513 4.2572
H: 2.1036 -6.8047 5.3972
H: 1.0830 -5.3889 5.7175
H: 1.4820 -4.4415 2.0339
H: 0.6676 -5.2833 0.6985
H: 1.3867 -6.2187 1.9815

## Properties
* total charge: +1
* HOMO: -11.382 eV
* E_LUMO: -5.17 eV